[1]
# C25H58B3NO19P4

A molecular structure, C25H58B3NO19P4 at a distorted geometry (ωB97M-V with the def2-TZVPD basis set, the Open Molecules 2025 dataset).

The geometry in XYZ format:
```
110
Properties=species:S:1:pos:R:3:forces:R:3:mulliken_charge:R:1
C -7.1117 3.4490 2.9007 -0.42 0.40 -0.05 -0.89
C -8.2511 2.5350 2.2813 1.73 -1.01 0.55 -0.66
C -7.5741 1.5046 1.2639 -0.17 0.68 -0.15 0.66
C -7.7177 1.9226 -0.2540 0.84 -0.55 0.76 -1.06
C -6.4461 2.7484 -0.7018 -0.46 0.01 -0.09 -0.32
C -5.1972 1.8445 -1.0667 0.04 -0.15 -0.47 -0.45
B -3.9180 2.0665 -0.1449 0.21 1.22 0.52 -0.01
O -2.6156 2.3941 -0.6360 -0.87 -2.22 0.10 -0.14
B -1.7501 1.3525 -0.2103 1.12 1.23 0.65 -0.01
C -0.9040 0.4034 -1.1699 -1.04 -0.87 0.07 -0.27
C -1.9568 -0.2428 -2.1836 -0.35 0.71 0.06 -0.84
O -1.7095 1.1445 1.2167 -1.70 -1.33 -1.33 -0.27
B -3.0696 0.8268 1.5156 0.53 1.45 0.91 0.33
C -3.4821 -0.6203 1.9985 -0.33 -3.16 1.03 0.91
C -4.8361 -1.0244 2.3668 0.26 0.45 -0.18 -0.25
C -5.2257 -2.3467 2.7899 1.40 1.47 -0.73 -0.31
N -4.3177 -3.3482 2.8608 -0.11 1.59 -0.50 -0.58
C -3.0630 -3.0134 2.5022 1.87 0.05 -0.32 -0.45
C -2.5199 -1.7410 2.0875 -2.71 0.88 0.18 -0.66
O -3.9874 1.8961 1.2852 0.36 -2.01 -1.48 0.05
H -6.6234 4.0936 2.1270 -0.45 -0.50 0.57 0.21
H -6.2954 2.8430 3.3689 -0.77 0.31 -0.43 0.16
H -7.5154 4.1308 3.6962 0.29 -0.57 -0.70 0.38
H -8.6086 1.8966 3.1356 -0.23 0.86 -0.80 0.27
H -9.0642 3.1289 1.8073 0.50 -0.50 0.46 0.34
H -6.4842 1.5126 1.5117 -0.78 -0.20 -0.25 -0.72
H -7.9340 0.4571 1.4177 0.03 0.89 -0.05 0.45
H -7.7490 0.9645 -0.8449 -0.14 1.08 0.23 0.36
H -8.6731 2.4895 -0.3944 0.84 -0.45 -0.04 0.44
H -6.1180 3.4344 0.1250 -0.66 -0.42 -0.76 0.00
H -6.7690 3.3703 -1.5772 0.66 -0.43 0.68 0.43
H -4.8968 1.9607 -2.1439 -0.33 -0.03 0.95 0.15
H -5.4765 0.7539 -0.9602 0.22 0.93 -0.01 0.33
H -0.0590 0.9042 -1.7006 -0.67 -0.47 0.38 0.40
H -0.5557 -0.4570 -0.5320 0.22 1.00 -0.59 0.10
H -1.4969 -0.9954 -2.8631 -0.30 0.62 0.49 0.38
H -2.4561 0.5636 -2.7856 0.63 -0.84 0.30 0.20
H -2.7980 -0.7468 -1.6247 0.90 0.32 -0.36 0.20
H -5.6352 -0.2481 2.3062 0.74 -0.74 0.10 0.05
H -6.2926 -2.5320 3.0349 0.97 -0.08 -0.11 0.35
H -2.3231 -3.8526 2.5339 -0.80 0.71 0.09 0.31
H -1.4514 -1.5936 1.8122 -1.02 -0.36 0.31 0.43
C -4.8980 2.9331 -7.8557 -0.13 0.29 -0.14 -0.73
O -4.3002 2.5714 -6.6036 -0.45 -2.35 -2.49 -0.27
P -2.9789 1.5001 -6.7010 4.30 3.43 7.08 0.75
O -2.9363 1.2256 -5.2260 -0.85 -0.54 -0.87 -0.37
O -1.9798 2.7237 -7.1212 0.16 -0.79 -0.81 -0.33
C -1.7744 3.7849 -6.1974 -0.36 0.61 0.05 -0.53
O -1.7518 0.3867 -7.0936 -2.88 -0.14 -2.34 -0.27
C -1.9679 -0.3624 -8.2997 0.19 -0.17 -0.21 -0.75
H -5.6649 3.6828 -7.6673 0.05 -0.07 0.09 0.24
H -4.1501 3.3551 -8.5329 -0.02 0.01 -0.01 0.33
H -5.3608 2.0587 -8.3168 -0.13 0.13 -0.06 0.30
H -2.0721 3.5189 -5.1820 -0.05 -0.18 -0.11 0.22
H -2.3476 4.6574 -6.5184 0.03 0.03 0.08 0.23
H -0.7151 4.0410 -6.1982 -0.01 -0.13 -0.14 0.24
H -2.0475 0.3108 -9.1575 0.08 -0.12 -0.08 0.31
H -2.8791 -0.9593 -8.2152 0.06 -0.10 -0.09 0.35
H -1.1207 -1.0294 -8.4498 -0.01 0.08 0.09 0.24
C -0.1983 -0.7842 7.9599 0.07 0.16 0.32 -0.70
O -0.2329 -2.1011 7.3926 -0.66 2.78 -1.95 -0.34
P 0.3693 -2.2346 5.8064 2.82 -8.47 1.16 1.08
O -0.1382 -3.6310 5.5967 -0.66 1.18 -0.13 -0.73
O 1.9149 -2.2407 6.3394 -0.07 0.94 -0.86 -0.16
C 2.3470 -3.3061 7.1783 0.03 -0.10 0.75 -0.76
O 0.9306 -2.0406 4.2076 -2.19 3.05 1.39 -0.42
C 0.7016 -0.7268 3.6675 0.11 0.23 -0.26 -0.91
H -0.5237 -0.8476 8.9971 -0.02 -0.10 -0.08 0.25
H 0.8170 -0.3784 7.9324 -0.01 0.01 0.02 0.32
H -0.8743 -0.1232 7.4147 -0.02 0.07 0.17 0.28
H 1.6817 -4.1694 7.1332 -0.11 0.15 -0.14 0.37
H 2.4005 -2.9521 8.2097 0.02 -0.07 0.00 0.26
H 3.3437 -3.6112 6.8596 -0.03 0.18 -0.11 0.22
H 1.2092 0.0269 4.2764 0.04 0.09 -0.16 0.42
H -0.3696 -0.5167 3.6409 0.04 0.12 -0.14 0.43
H 1.0973 -0.6917 2.6532 -0.02 -0.06 0.06 0.25
C 3.6981 -2.4315 3.5498 -0.27 0.03 0.10 0.09
O 4.8915 -1.9041 4.1542 0.28 -2.76 -2.19 -0.27
P 6.2817 -1.9215 3.1752 3.60 7.34 3.75 1.00
O 7.2276 -1.5834 4.2912 -0.53 -1.15 -0.33 -0.70
O 5.7936 -0.5768 2.3779 0.20 -0.71 -0.88 -0.26
C 5.6550 0.6334 3.1080 -0.56 0.19 0.31 -0.65
O 7.5008 -2.1647 2.0127 -2.72 -2.42 -0.12 -0.27
C 7.2382 -3.2695 1.1317 0.12 -0.16 -0.36 -0.80
H 2.8680 -2.2850 4.2371 0.49 -0.07 -0.05 -0.41
H 3.4786 -1.9107 2.6121 0.03 -0.02 -0.03 0.34
H 3.8190 -3.4999 3.3587 -0.18 0.00 0.00 0.35
H 6.1793 0.6067 4.0645 0.04 -0.19 -0.08 0.35
H 4.5946 0.8248 3.2894 0.03 0.07 0.05 0.17
H 6.0607 1.4471 2.5065 0.01 -0.13 -0.11 0.23
H 6.3024 -3.1049 0.5909 0.10 -0.11 -0.17 0.34
H 7.1744 -4.1965 1.7071 0.05 -0.09 -0.13 0.40
H 8.0542 -3.3517 0.4156 -0.04 0.09 0.05 0.21
C 8.0789 -0.1481 -1.2081 0.23 0.14 0.37 -0.73
O 7.9482 -1.3357 -2.0044 -2.02 2.75 -0.50 -0.20
P 7.6161 -1.0442 -3.6492 4.33 -7.35 -3.03 1.04
O 7.2857 -2.4745 -3.9636 -0.79 0.94 0.60 -0.68
O 9.1867 -0.7124 -3.9559 -0.62 0.96 -0.39 -0.36
C 10.1506 -1.7397 -3.7656 0.38 -0.15 0.59 -0.64
O 7.1909 -0.4509 -5.1877 -1.13 2.17 2.77 -0.28
C 6.5145 0.8154 -5.1890 -0.04 0.23 -0.21 -0.73
H 8.3721 -0.4329 -0.1982 -0.09 -0.09 -0.07 0.21
H 8.8457 0.5111 -1.6251 0.00 0.00 0.02 0.37
H 7.1223 0.3762 -1.1674 0.07 0.06 0.22 0.31
H 9.7002 -2.7325 -3.7224 -0.18 0.13 -0.03 0.33
H 10.6939 -1.5554 -2.8362 0.03 -0.07 -0.03 0.23
H 10.8550 -1.7083 -4.5964 -0.12 0.15 -0.03 0.24
H 7.1446 1.5848 -4.7343 -0.07 0.10 -0.11 0.32
H 5.5724 0.7408 -4.6405 -0.06 0.10 -0.09 0.33
H 6.3027 1.0942 -6.2199 0.06 -0.10 0.04 0.24
```
Positions in Å, forces in eV/Å.

As for the molar mass: 833.1 g/mol. Its HOMO energy is -9.539 eV. The value obtained for the HOMO-LUMO gap is 7.22 eV.


[2]
# C2H6N2O

A single C2H6N2O molecule at a distorted geometry (ωB97M-V with the def2-TZVPD basis set, the Open Molecules 2025 dataset).

The geometry in XYZ format:
```
11
Properties=species:S:1:pos:R:3:forces:R:3:mulliken_charge:R:1
C 0.0397 1.3055 1.3931 -1.69 -0.16 -4.45 -0.70
O -0.2396 0.2917 0.2038 1.58 -0.46 1.55 -0.43
C 0.5414 -0.9373 0.1161 -1.96 3.39 -2.31 0.08
N 0.6173 -1.5611 -1.0009 -2.14 1.06 1.59 -0.43
N -0.2807 -1.0412 -1.9535 -1.00 2.22 -0.59 -0.36
H -0.5166 0.9876 2.2535 0.36 -0.16 0.53 0.31
H -0.5058 2.1008 0.8365 -0.05 -0.18 1.14 0.25
H 1.0309 1.7612 1.4269 0.31 -1.16 0.42 0.34
H 0.9783 -0.9952 1.0415 1.91 -1.42 1.59 0.46
H -0.7155 -1.7626 -2.5044 0.29 -0.07 0.12 0.21
H -0.9494 -0.1494 -1.8124 2.38 -3.05 0.41 0.27
```
Positions in Å, forces in eV/Å.

The energy above the lowest of the compared OMol25 structures with the same formula, charge and spin comes out at 396.5 kJ/mol. The structure (SMILES) is CO/C=N\N. As for the molar mass: 74.1 g/mol. Its HOMO energy is -8.326 eV. The value obtained for the HOMO-LUMO gap is 9.25 eV.


[3]
# C32H63BCl26O4

14 unconnected molecules or ions with the total composition C32H63BCl26O4 (ωB97M-V with the def2-TZVPD basis set, the Open Molecules 2025 dataset).

The geometry in XYZ format:
```
126
Properties=species:S:1:pos:R:3:forces:R:3:mulliken_charge:R:1
C 5.3920 -2.5977 -0.3636 0.20 0.13 -0.28 -0.25
O 4.5134 -1.6779 -1.0121 -0.35 -0.03 0.33 -0.62
B 3.6097 -2.1449 -1.9072 0.07 0.22 0.07 0.83
O 4.0302 -2.9168 -2.9619 0.18 -0.50 0.53 -0.52
C 2.0603 -1.7908 -1.7973 -0.39 0.19 -0.72 -0.29
O 1.7836 -0.5083 -1.1743 0.56 -0.27 0.33 -0.41
C 0.7303 -0.6369 -0.3404 -0.09 -0.25 -0.22 0.52
O 0.5247 0.1119 0.5618 -0.26 0.59 0.25 -0.61
C -0.0325 -1.8743 -0.7292 0.11 -0.51 -0.05 -0.44
C 1.1146 -2.8119 -1.1095 0.12 -0.08 -0.32 0.37
C 1.6755 -3.5831 0.0784 0.00 0.04 0.10 -1.59
H 5.9728 -3.1735 -1.0844 0.02 -0.01 -0.01 0.31
H 4.8182 -3.2790 0.2612 0.00 -0.05 0.00 -0.15
H 6.0607 -2.0325 0.2776 0.03 0.06 -0.02 0.27
H 3.3812 -3.5463 -3.2823 -0.16 0.16 -0.34 0.31
H 1.7056 -1.7044 -2.8343 -0.09 0.11 0.02 0.29
H -0.6800 -2.2179 0.0705 -0.02 -0.04 0.05 0.41
H -0.6187 -1.6980 -1.6333 -0.14 0.30 0.11 0.03
H 0.7970 -3.5186 -1.8783 -0.02 -0.08 0.07 0.52
H 2.6832 -3.9576 -0.1101 0.01 -0.01 -0.01 0.26
H 1.0462 -4.4468 0.2906 -0.04 -0.02 0.03 0.42
H 1.6910 -2.9758 0.9860 0.14 0.09 -0.03 0.29
Cl 3.5845 -5.8601 4.0303 -0.02 -0.01 0.12 -0.18
C 4.0851 -4.2034 4.4695 -0.05 0.03 -0.10 -0.23
C 4.5311 -3.4297 3.2586 0.01 0.11 -0.04 0.22
Cl 6.0653 -4.0608 2.5939 0.02 -0.07 0.12 -0.21
H 4.8710 -4.2744 5.2128 0.02 -0.07 -0.12 0.15
H 3.2224 -3.7168 4.9219 0.01 0.03 -0.01 0.27
H 4.7056 -2.3887 3.5254 0.02 -0.01 0.04 0.36
H 3.7840 -3.4726 2.4690 0.03 -0.02 -0.03 -0.38
Cl 1.4334 -2.6536 7.6625 0.00 -0.01 -0.02 -0.19
C 1.9434 -4.2833 8.1863 -0.02 -0.08 0.01 -0.47
C 3.2882 -4.2756 8.8666 0.00 -0.01 0.02 -0.52
Cl 4.5958 -3.8614 7.7293 0.04 0.04 0.27 -0.12
H 1.9554 -4.9173 7.3030 0.01 0.01 -0.01 0.28
H 1.1851 -4.6480 8.8764 -0.01 0.03 0.01 0.35
H 3.4979 -5.2709 9.2544 0.01 -0.01 -0.03 0.35
H 3.3276 -3.5603 9.6843 -0.02 0.04 -0.03 0.33
Cl 0.8517 4.0600 -2.0229 -0.04 0.02 -0.02 -0.22
C -0.1197 2.6716 -1.4541 0.06 -0.01 0.06 0.02
C -1.4520 2.5871 -2.1410 -0.07 -0.18 -0.07 0.23
Cl -2.5658 3.9050 -1.6891 0.08 0.31 0.11 -0.18
H -0.2201 2.7527 -0.3759 0.01 0.02 0.00 0.41
H 0.4503 1.7732 -1.6818 0.05 0.03 -0.01 -0.14
H -1.9487 1.6598 -1.8608 0.00 0.01 0.01 -0.09
H -1.3447 2.6118 -3.2228 -0.01 0.01 0.00 0.02
Cl -8.0938 4.4019 -2.1447 -0.01 0.03 -0.05 -0.21
C -6.5951 4.2714 -3.1181 -0.04 0.02 0.22 0.04
C -5.8953 5.5958 -3.2584 0.10 0.02 -0.01 -0.32
Cl -6.8250 6.7444 -4.2610 -0.03 0.03 -0.01 -0.19
H -6.8632 3.8574 -4.0857 -0.03 -0.02 0.02 0.38
H -5.9421 3.5757 -2.5925 -0.08 0.05 -0.04 -0.22
H -4.9348 5.4452 -3.7488 -0.01 -0.02 -0.01 0.20
H -5.7273 6.0629 -2.2915 -0.03 0.01 0.00 0.34
Cl 4.6170 -0.0456 10.4900 0.01 0.00 0.00 -0.19
C 4.1086 1.1048 9.2234 -0.02 0.03 0.01 -0.47
C 3.8468 0.4172 7.9094 -0.08 -0.05 -0.06 -0.26
Cl 5.3382 -0.2327 7.1816 0.05 0.06 -0.02 -0.11
H 4.8884 1.8563 9.1307 0.02 -0.02 0.01 0.33
H 3.1943 1.5808 9.5727 -0.01 -0.02 0.01 0.32
H 3.4249 1.1288 7.2016 0.02 0.02 0.01 0.34
H 3.1567 -0.4139 8.0309 0.02 -0.02 0.01 0.06
Cl -4.2067 2.2987 -4.0383 0.16 -0.28 -0.22 -0.07
C -4.3628 0.6783 -4.7829 -0.07 0.03 -0.13 -0.36
C -4.6591 -0.3784 -3.7535 -0.09 -0.04 0.01 -0.67
Cl -3.2797 -0.6723 -2.6597 0.05 -0.02 0.00 -0.06
H -3.4421 0.4742 -5.3225 0.02 0.02 0.04 0.08
H -5.1834 0.7327 -5.4962 -0.02 0.01 0.02 0.35
H -4.8696 -1.3214 -4.2546 0.02 0.00 -0.01 0.37
H -5.5088 -0.1051 -3.1325 0.03 0.02 0.04 0.32
Cl 8.7338 -0.8911 6.5856 0.04 -0.06 -0.03 -0.18
C 9.0811 0.7960 7.0347 -0.06 0.04 0.07 -0.28
C 9.4717 1.6345 5.8454 -0.02 0.03 -0.01 -0.43
Cl 11.0561 1.1623 5.1766 0.00 0.00 0.00 -0.19
H 9.8663 0.7838 7.7861 0.02 -0.02 -0.02 0.34
H 8.1694 1.1967 7.4765 -0.01 -0.01 -0.02 0.13
H 9.5518 2.6769 6.1482 0.01 0.00 0.01 0.30
H 8.7387 1.5494 5.0476 0.01 -0.02 -0.01 0.30
Cl -5.3847 2.1553 3.1557 0.00 0.00 0.00 -0.20
C -5.7090 3.2291 1.7690 -0.01 0.05 0.00 -0.45
C -6.1642 2.4666 0.5525 0.00 0.04 -0.04 -0.06
Cl -4.8596 1.4547 -0.1268 -0.06 -0.09 -0.07 -0.09
H -4.7989 3.7872 1.5642 0.02 -0.02 0.01 0.29
H -6.4924 3.9198 2.0758 -0.01 -0.01 0.00 0.33
H -6.4660 3.1694 -0.2225 0.00 0.00 0.02 -0.20
H -7.0031 1.8146 0.7808 0.02 -0.02 0.02 0.37
Cl -0.8130 0.6488 -6.0201 0.03 0.00 0.01 -0.17
C -0.6138 2.2284 -6.8340 0.01 0.05 -0.03 -0.50
C -1.9321 2.9313 -7.0281 -0.06 0.07 0.05 -0.13
Cl -2.9845 2.1141 -8.2211 0.05 -0.03 0.10 -0.19
H -0.1083 2.0513 -7.7792 -0.02 -0.05 0.00 0.41
H 0.0253 2.8328 -6.1927 -0.01 0.00 0.02 0.29
H -1.7602 3.9391 -7.4009 0.04 -0.01 -0.02 0.39
H -2.4826 2.9897 -6.0919 -0.02 0.00 -0.03 -0.09
Cl -4.7039 11.5327 -4.7199 -0.01 0.00 0.00 -0.21
C -6.3125 10.7737 -4.5551 0.00 -0.04 0.06 -0.12
C -7.1717 10.9767 -5.7723 -0.04 -0.08 -0.03 -0.01
Cl -7.6630 12.6814 -5.9767 -0.01 0.03 -0.05 -0.20
H -6.7835 11.1874 -3.6674 0.00 0.04 -0.01 0.29
H -6.1505 9.7079 -4.4074 0.02 -0.02 -0.01 0.01
H -8.0846 10.3955 -5.6632 -0.01 0.01 0.01 -0.17
H -6.6586 10.6712 -6.6804 0.03 0.05 0.00 0.41
Cl -10.4420 9.0966 -6.4534 -0.01 -0.01 0.00 -0.19
C -11.7160 10.0830 -5.6852 -0.05 0.01 0.01 -0.40
C -11.1733 11.3612 -5.0994 0.02 0.07 -0.07 -0.48
Cl -10.1143 11.0612 -3.6976 -0.01 -0.04 0.07 -0.17
H -12.1902 9.4684 -4.9248 0.03 -0.02 0.01 0.31
H -12.4435 10.3199 -6.4592 0.01 0.01 -0.01 0.30
H -11.9980 11.9795 -4.7497 -0.01 -0.02 0.02 0.36
H -10.5922 11.9208 -5.8293 0.03 -0.02 0.01 0.27
Cl 3.9575 -10.4702 3.0557 0.00 -0.01 -0.01 -0.21
C 5.4874 -10.1142 2.2018 -0.01 -0.05 0.01 0.06
C 5.8191 -8.6460 2.2152 0.03 0.08 0.07 -0.52
Cl 4.6780 -7.6934 1.2355 -0.02 -0.03 -0.13 -0.15
H 5.3902 -10.4860 1.1862 -0.02 0.06 0.05 -0.15
H 6.2716 -10.6711 2.7120 0.00 0.01 0.02 0.35
H 6.8102 -8.4956 1.7904 -0.01 -0.01 -0.02 0.31
H 5.7991 -8.2385 3.2235 -0.03 0.01 0.00 0.30
Cl 6.1889 -11.7006 -0.9685 0.05 -0.06 -0.09 -0.20
C 4.7472 -12.7521 -0.9030 -0.02 -0.02 0.07 -0.44
C 3.8608 -12.5666 -2.1072 -0.02 -0.02 -0.02 -0.42
Cl 3.0932 -10.9587 -2.1264 0.00 0.00 0.00 -0.17
H 4.2138 -12.5231 0.0170 0.00 0.03 0.00 0.29
H 5.1037 -13.7795 -0.8618 0.02 0.00 -0.03 0.35
H 3.0616 -13.3053 -2.0829 -0.01 0.01 0.01 0.29
H 4.4221 -12.6772 -3.0311 0.01 0.02 0.00 0.31
```
Positions in Å, forces in eV/Å.

As for the molar mass: 1444.4 g/mol. Its HOMO energy is -10.207 eV. The value obtained for the HOMO-LUMO gap is 10.38 eV.


HOMO energy of number 2 (C2H6N2O)?
-8.326 eV


Which value of HOMO energy does entry 3 give?
-10.207 eV


Number 2 is which compound?
C2H6N2O


Look up the HOMO energy of the second one.
-8.326 eV